(1)
A single C16H24N2O2 molecule, computed with the ωB97M-V functional and the def2-TZVPD basis.

Geometry as ORCA input:
```
! wB97M-V def2-TZVPD RIJCOSX def2/J DEFGRID3
* xyz 0 1
C 1.2050 2.2269 4.2850
C 2.4075 2.3215 3.3537
C 2.1589 1.6819 1.9881
C 1.1322 2.4505 1.1550
N 0.9789 1.8715 -0.1609
C -0.1097 1.1698 -0.5270
O -1.0988 1.0579 0.1803
C -0.0161 0.5956 -1.9067
C 0.0833 1.4915 -2.9678
C 0.1585 1.0391 -4.2720
C 0.1663 -0.3223 -4.5279
C 0.0918 -1.2177 -3.4785
C -0.0219 -0.7772 -2.1628
C -0.0392 -1.8422 -1.1012
O 0.7081 -2.8037 -1.1723
N -0.9550 -1.6894 -0.1324
C -1.0476 -2.6288 0.9658
C -2.2956 -2.3682 1.8007
C -2.2356 -1.0728 2.6148
C -1.2413 -1.1427 3.7683
H 0.3597 2.7864 3.8938
H 1.4552 2.6311 5.2631
H 0.9042 1.1896 4.4099
H 3.2563 1.8174 3.8209
H 2.6819 3.3700 3.2156
H 3.1018 1.6454 1.4351
H 1.8107 0.6557 2.1215
H 1.4391 3.4966 1.0527
H 0.1474 2.4097 1.6230
H 1.7851 1.8669 -0.7669
H 0.0849 2.5528 -2.7619
H 0.2207 1.7476 -5.0845
H 0.2376 -0.6833 -5.5428
H 0.1234 -2.2819 -3.6568
H -1.4620 -0.8174 -0.0444
H -0.1458 -2.5646 1.5863
H -1.0732 -3.6372 0.5400
H -3.1573 -2.3317 1.1304
H -2.4378 -3.2110 2.4807
H -3.2306 -0.8786 3.0217
H -1.9780 -0.2339 1.9670
H -1.4645 -1.9872 4.4177
H -0.2233 -1.2530 3.4026
H -1.2919 -0.2323 4.3614
*
```

As for the energy above the lowest of the compared OMol25 structures with the same formula, charge and spin: 17.1 kJ/mol. The value obtained for the total energy is -884.1242 Ha. The SMILES is CCCCNC(=O)c1ccccc1C(=O)NCCCC. As for the LUMO energy: 0.75 eV. The HOMO-LUMO gap comes out at 0.366 hartree.

Results of the Löwdin charge analysis, in e, for atoms 1 through 5: -0.1051 -0.2645 -0.1975 -0.1785 0.0824


(2)
A molecular structure, C3H3HoO4 in a non-equilibrium geometry, computed with the ωB97M-V functional and the def2-TZVPD basis.

Geometry as ORCA input:
```
! wB97M-V def2-TZVPD RIJCOSX def2/J DEFGRID3
* xyz 3 6
O 2.5567 0.1168 1.6960
C 1.7365 0.1485 0.8378
C 0.3215 0.6835 1.0264
H 1.3522 -0.8806 -0.0388
H -0.1427 0.0157 1.7671
H 0.3307 1.7230 1.3754
O -0.4048 0.6902 -0.2177
C -0.7277 -0.3767 -0.8735
O 0.1319 -1.3426 -0.8840
O -1.4662 -0.2848 -1.8612
Ho -3.6880 -0.4930 -2.8274
*
```

As for the energy above the lowest of the compared OMol25 structures with the same formula, charge and spin: 199.0 kJ/mol. Its expectation value of S² is 8.7661. The value obtained for the total energy is -1363.6820 Ha. As for the LUMO energy (spin up / spin down): -16.88 / -17.39 eV. The HOMO-LUMO gap (spin up / spin down) comes out at 0.137 / 0.185 hartree.

Results of the Löwdin charge analysis, in e, for atoms 1 through 5: 0.3410 -0.0207 0.0014 0.2773 0.1846


(3)
A molecular structure, C2H3Br2OP in a non-equilibrium geometry, computed with the ωB97M-V functional and the def2-TZVPD basis.

Geometry as ORCA input:
```
! wB97M-V def2-TZVPD RIJCOSX def2/J DEFGRID3
* xyz 0 1
C 0.2886 0.2655 -0.2886
C -1.1295 -0.1365 0.5481
O 0.0984 2.3472 -1.9433
P -0.3931 0.9910 -1.9033
Br -0.8466 -0.3815 2.4886
Br -2.2759 1.3384 0.2129
H 0.7432 1.1469 0.2487
H 1.0712 -0.5406 -0.3352
H -1.6579 -1.1333 0.2741
*
```

As for the energy above the lowest of the compared OMol25 structures with the same formula, charge and spin: 199.4 kJ/mol. The value obtained for the total energy is -5642.5930 Ha. As for the LUMO energy: -0.61 eV. The HOMO-LUMO gap comes out at 0.320 hartree.

Results of the Löwdin charge analysis, in e, for atoms 1 through 5: -0.4643 -1.1841 -0.4971 0.7161 0.5569


(4)
7 unconnected molecules or ions with the total composition C3H20N2O7 in a non-equilibrium geometry, computed with the ωB97M-V functional and the def2-TZVPD basis.

Geometry as ORCA input:
```
! wB97M-V def2-TZVPD RIJCOSX def2/J DEFGRID3
* xyz 0 1
N -1.7661 0.3973 -0.5024
C -1.9299 -0.9951 -0.9076
C -1.1928 -1.8581 0.1444
N 0.2553 -2.0125 -0.0889
C 0.9001 -2.7562 -1.1877
O 2.0791 -2.7230 -1.1704
H -1.5564 1.0500 -1.2075
H -2.5728 0.8257 0.0529
H -1.7042 -1.2054 -2.0318
H -2.8415 -1.4548 -0.6819
H -1.4208 -1.3863 1.1097
H -1.7774 -2.8467 0.2632
H 0.7216 -1.5333 0.6792
H 0.4015 -3.1583 -2.1507
O 1.6614 -1.3799 2.4470
H 2.4360 -1.8840 2.3111
H 1.8599 -0.5942 2.1988
O -1.1684 4.0800 -0.1161
H -0.8799 4.1338 0.8645
H -0.4100 3.6553 -0.4925
O 1.3248 2.5881 -0.6379
H 1.4872 1.8693 -1.1682
H 1.0294 2.0688 0.1009
O -1.8399 0.6329 2.7296
H -1.1367 0.0233 2.7338
H -1.5130 1.5514 2.4853
O -0.3028 1.7062 1.1314
H -0.9823 2.2947 0.7814
H -0.4819 0.8091 0.6299
O 1.8374 0.1882 -2.5272
H 2.2671 -0.5582 -2.2647
H 2.2541 0.5632 -3.2189
*
```

As for the energy above the lowest of the compared OMol25 structures with the same formula, charge and spin: 430.8 kJ/mol. The value obtained for the total energy is -762.3855 Ha. The SMILES is NCCNC=O.O.O.O.O.O.O. As for the LUMO energy: 0.41 eV. The HOMO-LUMO gap comes out at 0.360 hartree.

Results of the Löwdin charge analysis, in e, for atoms 1 through 5: -0.0091 -0.2401 -0.2187 0.0277 -0.3020


(5)
A single CCl2N2O4 molecule in a non-equilibrium geometry, computed with the ωB97M-V functional and the def2-TZVPD basis.

Geometry as ORCA input:
```
! wB97M-V def2-TZVPD RIJCOSX def2/J DEFGRID3
* xyz 0 1
O 0.4604 -1.2980 -1.4188
N 1.0684 -0.5659 -0.7215
O 2.2163 -0.4114 -0.5249
C 0.0793 0.5111 0.1838
Cl 0.9842 0.9816 1.5837
Cl -0.2301 1.7964 -0.9845
N -1.2321 -0.1772 0.5458
O -1.2628 -0.6889 1.6257
O -2.0834 -0.1476 -0.2894
*
```

As for the energy above the lowest of the compared OMol25 structures with the same formula, charge and spin: 0.0 kJ/mol. The value obtained for the total energy is -1368.7305 Ha. The SMILES is O=[N+]([O-])C(Cl)(Cl)[N+](=O)[O-]. As for the LUMO energy: -1.01 eV. The HOMO-LUMO gap comes out at 0.385 hartree.

Results of the Löwdin charge analysis, in e, for atoms 1 through 5: 0.1263 -0.4170 0.0893 -1.0018 0.7670


> Look up the energy above the lowest of the compared OMol25 structures with the same formula, charge and spin of the fourth one.

430.8 kJ/mol